Here is a structure of composition C4H10O2S2 in a non-equilibrium geometry from the OMol25 dataset. Energies are from wB97M-V/def2-TZVPD.

* E: -1105.05716 hartree
* Kohn-Sham gap (alpha / beta): 6.1 / 6.4 eV
* maximum force: 4.64 eV Å⁻¹

Cartesian coordinates (Å):
C1 2.18161 -0.56799 -0.33479
C2 -1.48246 -1.15349 -0.26144
C3 1.84119 0.91458 -0.34165
C4 -1.09880 0.25473 -0.09210
O1 -2.82325 -1.35790 0.18776
O2 1.52023 1.69480 0.59598
S1 -0.85175 0.56788 1.67352
S2 -1.95236 1.62877 -1.01671
H1 3.09648 -0.65666 -0.77300
H2 2.23930 -0.81450 0.77305
H3 1.40726 -1.22918 -0.92542
H4 -0.64985 -1.66805 0.23232
H5 -1.49184 -1.40575 -1.39501
H6 1.69512 1.11032 -1.42512
H7 -3.16334 -0.54696 0.52329
H8 0.73403 1.31039 1.44477
H9 -0.17707 -0.68037 1.93667
H10 -1.02450 2.59940 -0.80213


Here is an isolated molecule of C3H2N2O2 in a non-equilibrium geometry from the OMol25 dataset. Energies are from wB97M-V/def2-TZVPD.

* E: -375.23168 hartree
* Kohn-Sham gap (alpha / beta): 8.4 / 8.2 eV
* maximum force: 3.45 eV Å⁻¹

Cartesian coordinates (Å):
C1 -1.83297 -0.43127 0.01794
C2 0.38136 0.58635 -0.23704
C3 -0.46230 -0.38054 0.21089
N1 -2.94332 -0.50220 -0.14745
N2 1.74626 0.80499 -0.08784
O1 2.75824 -1.21894 -0.07016
O2 2.76404 0.06546 0.01732
H1 0.17679 1.49311 -0.74181
H2 -0.04870 -1.33393 0.67124


Here is an isolated molecule of C7H10 from the OMol25 dataset. Energies are from wB97M-V/def2-TZVPD.

* E: -272.67535 hartree
* Kohn-Sham gap: 10.0 eV
* maximum force: 0.23 eV Å⁻¹

Cartesian coordinates (Å):
C1 -1.79539 0.57175 -0.03506
C2 -1.03629 -0.73202 -0.11543
C3 0.17670 -1.05073 0.74701
C4 0.97416 0.06118 1.35066
C5 1.51924 0.84631 0.41917
C6 1.11136 0.42912 -0.97547
C7 0.31848 -0.85851 -0.74976
H1 -2.02539 0.96892 -1.03197
H2 -2.74478 0.42443 0.49050
H3 -1.22463 1.33011 0.50916
H4 -1.67320 -1.59429 -0.31319
H5 0.22314 -2.02976 1.21737
H6 1.11290 0.18288 2.42166
H7 2.16364 1.70022 0.61125
H8 0.47106 1.20216 -1.42643
H9 1.96289 0.29842 -1.65268
H10 0.51050 -1.71349 -1.39206


Here is a cluster of 3 separate species, C5H18NO2 in total in a non-equilibrium geometry from the OMol25 dataset. Energies are from wB97M-V/def2-TZVPD.

* E: -406.27615 hartree
* Kohn-Sham gap: 11.8 eV
* net charge: +1
* maximum force: 2.76 eV Å⁻¹

Cartesian coordinates (Å):
C1 -1.66881 0.54173 -1.80726
C2 -0.71431 0.35038 -0.65644
C3 0.72187 -0.29132 -0.89734
C4 1.79531 0.07517 0.12655
C5 2.44006 1.47382 -0.06467
N1 -1.34656 -0.25531 0.60739
H1 -2.36901 1.34339 -1.51293
H2 -1.28979 0.78542 -2.79985
H3 -2.33198 -0.26860 -2.19116
H4 -0.43128 1.30625 -0.22654
H5 0.83265 0.18409 -1.92328
H6 0.78493 -1.35154 -1.05097
H7 2.60248 -0.66026 0.19351
H8 1.36745 0.10313 1.15736
H9 3.32674 1.61194 0.59681
H10 1.68446 2.24993 0.00037
H11 2.90246 1.62653 -0.98607
H12 -1.96473 -1.05306 0.43112
H13 -0.70956 -0.87380 1.12465
H14 -1.64441 0.44298 1.26321
H15 0.20688 1.26952 3.14564
H16 -0.85805 0.38550 3.57763
O1 -0.41455 0.64067 2.75559
H17 -0.25512 -3.23797 -0.63102
H18 -1.70955 -3.49740 -0.18347
O2 -0.95756 -2.90119 -0.04885


Here is a cluster of 2 separate species, C6H16N2 in total in a non-equilibrium geometry from the OMol25 dataset. Energies are from wB97M-V/def2-TZVPD.

* E: -347.30130 hartree
* Kohn-Sham gap: 5.4 eV
* maximum force: 7.31 eV Å⁻¹

Cartesian coordinates (Å):
C1 -0.71666 1.55404 -0.91386
N1 0.38589 1.04360 -0.15538
C2 0.23994 0.71910 1.28840
C3 -0.50205 -0.39672 2.05221
C4 0.13825 -1.68687 1.57704
N2 1.52542 -1.68111 1.84464
C5 -0.94659 0.71127 -2.24423
C6 0.21060 0.04264 -3.01346
H1 -0.58455 2.61018 -1.27309
H2 -1.70806 1.53792 -0.41570
H3 -0.10732 -0.04386 0.07981
H4 1.27496 0.47030 1.45798
H5 -0.00282 1.66693 1.93975
H6 -1.56658 -0.34209 1.71705
H7 -0.63510 -0.29063 3.16394
H8 -1.14405 -1.13435 -0.53675
H9 -0.47908 -2.64035 1.74472
H10 0.71800 -1.49696 0.66479
H11 2.10760 -2.38415 1.35352
H12 -1.45670 1.45475 -2.86147
H13 -1.65521 -0.06873 -1.90404
H14 0.36169 -0.82872 -2.33170
H15 -0.15404 -0.35477 -3.99372
H16 1.11126 0.64630 -3.10653


Here is an isolated molecule of C3H5FN2 in a non-equilibrium geometry from the OMol25 dataset. Energies are from wB97M-V/def2-TZVPD.

* E: -326.61970 hartree
* Kohn-Sham gap: 9.7 eV
* maximum force: 1.90 eV Å⁻¹

Cartesian coordinates (Å):
C1 2.10052 -0.83123 0.03701
C2 1.04832 -0.05271 -0.00270
F1 1.19310 1.30550 -0.04002
C3 -0.33062 -0.55668 -0.05240
N1 -1.24911 0.29766 0.11386
N2 -2.51745 -0.08468 -0.10878
H1 1.98368 -1.92420 0.05704
H2 3.11863 -0.44200 0.06186
H3 -0.43579 -1.68273 -0.14027
H4 -2.73871 -1.06370 0.09891
H5 -3.20918 0.51592 0.35566


Here is a structure of composition C24H25Co2N2O7 in a non-equilibrium geometry from the OMol25 dataset. Energies are from wB97M-V/def2-TZVPD.

* E: -4331.21237 hartree
* Kohn-Sham gap: 5.7 eV
* net charge: -1
* maximum force: 5.31 eV Å⁻¹

Cartesian coordinates (Å):
C1 -5.03571 4.40885 0.52871
N1 -3.67664 3.88958 0.62054
C2 -3.28937 2.54405 1.09790
C3 -3.96708 1.33858 0.38096
C4 -3.83724 1.47600 -1.14315
C5 -5.44611 1.23208 0.78987
C6 -3.25459 0.05471 0.82886
N2 -1.81129 2.52016 0.96656
C7 -1.35642 3.91966 0.77299
C8 -0.26769 4.03131 -0.28762
C9 0.94228 3.20432 0.02692
C10 1.86999 3.63201 0.96481
C11 2.99317 2.87538 1.24076
C12 3.19300 1.67007 0.59761
C13 2.26288 1.22412 -0.32062
C14 1.14022 1.97968 -0.59316
C15 -2.59460 4.72820 0.43468
O1 -2.60972 5.88671 0.07921
H1 -4.99297 5.49573 0.45206
H2 -5.52608 4.02210 -0.36442
H3 -5.61599 4.13032 1.40977
H4 -3.55732 2.50718 2.16228
H5 -2.78724 1.53622 -1.43305
H6 -4.28315 0.61396 -1.64620
H7 -4.33326 2.37651 -1.50462
H8 -5.54887 1.20493 1.87420
H9 -6.03468 2.06686 0.41897
H10 -5.88745 0.32014 0.38894
H11 -3.29795 -0.05765 1.91236
H12 -3.72389 -0.82034 0.38258
H13 -2.20877 0.06769 0.52358
H14 -1.36191 2.10070 1.78224
H15 -0.97054 4.30088 1.72829
H16 -0.68431 3.72833 -1.25098
H17 0.01884 5.07989 -0.41602
H18 1.71933 4.57397 1.46468
H19 3.71434 3.22288 1.96368
H20 4.07957 1.08645 0.79886
H21 2.41406 0.28193 -0.82376
H22 0.41547 1.63110 -1.30995
O2 6.55606 -2.42748 -2.18877
C16 5.92245 -3.36941 -2.11378
Co1 4.88369 -4.84190 -1.94513
C17 3.68812 -5.01118 -3.29264
O3 2.91971 -5.12146 -4.12543
C18 5.80655 -6.41462 -1.98033
O4 6.37738 -7.39853 -1.98808
C19 4.36602 -5.07881 0.01000
C20 3.38845 -4.20889 -0.64402
C21 3.32895 -2.80498 -0.23788
Co2 2.52111 -5.90606 0.20376
C22 1.10300 -5.82514 -0.94091
O5 0.21880 -5.77155 -1.65493
C23 2.07542 -5.41731 1.88008
O6 1.80967 -5.07674 2.93265
C24 3.18263 -7.59164 0.04888
O7 3.60631 -8.64088 -0.06541
H23 4.79115 -4.65008 0.91827
H24 2.46868 -2.22666 -0.48219
H25 4.18352 -2.30194 0.16651


Which formula does entry 5 have?
C6H16N2


Repeat the first record exactly.
Here is a structure of composition C4H10O2S2 in a non-equilibrium geometry from the OMol25 dataset. Energies are from wB97M-V/def2-TZVPD.

* E: -1105.05716 hartree
* Kohn-Sham gap (alpha / beta): 6.1 / 6.4 eV
* maximum force: 4.64 eV Å⁻¹

Cartesian coordinates (Å):
C1 2.18161 -0.56799 -0.33479
C2 -1.48246 -1.15349 -0.26144
C3 1.84119 0.91458 -0.34165
C4 -1.09880 0.25473 -0.09210
O1 -2.82325 -1.35790 0.18776
O2 1.52023 1.69480 0.59598
S1 -0.85175 0.56788 1.67352
S2 -1.95236 1.62877 -1.01671
H1 3.09648 -0.65666 -0.77300
H2 2.23930 -0.81450 0.77305
H3 1.40726 -1.22918 -0.92542
H4 -0.64985 -1.66805 0.23232
H5 -1.49184 -1.40575 -1.39501
H6 1.69512 1.11032 -1.42512
H7 -3.16334 -0.54696 0.52329
H8 0.73403 1.31039 1.44477
H9 -0.17707 -0.68037 1.93667
H10 -1.02450 2.59940 -0.80213


Look up the maximum force of the seventh one.
5.31 eV Å⁻¹


Which of these has the highest maximum force?
C6H16N2